Below is C26H79AsF6N17O11 as an isolated structure in a non-equilibrium geometry, with properties calculated with ωB97M-V/def2-TZVPD.

Summary:
ΔE to the lowest compared entry with this formula, charge and spin, kJ/mol: 492.0
Net charge: -1
Orbital gap, eV: 7.685
Max |F|, eV/A: 7.4
Energy, Ha: -5631.665071
HOMO energy, eV: -6.2

CARTESIAN COORDINATES (ANGSTROEM)
As: -0.097 -1.706 -0.304
F: 0.133 -3.388 0.403
F: -0.136 -2.270 -2.022
F: -0.365 -0.004 -0.826
F: -0.121 -1.192 1.412
F: 1.686 -1.370 -0.342
F: -1.915 -1.851 -0.215
C: -4.199 -0.345 -2.820
O: -4.174 0.465 -1.916
N: -5.104 -0.536 -3.753
N: -3.396 -1.430 -2.852
H: -5.140 -1.357 -4.341
H: -5.896 0.085 -3.673
H: -2.877 -1.713 -2.033
H: -3.522 -2.092 -3.604
C: 1.934 1.775 3.127
O: 0.795 1.997 3.553
N: 2.278 0.725 2.419
N: 2.949 2.605 3.405
H: 1.543 0.121 2.081
H: 3.232 0.452 2.228
H: 2.898 3.455 3.949
H: 3.845 2.239 3.119
C: -1.376 3.219 -2.589
O: -2.530 2.902 -2.532
N: -0.918 4.294 -3.172
N: -0.370 2.635 -2.012
H: 0.083 4.425 -3.201
H: -1.534 4.885 -3.713
H: -0.277 1.638 -1.881
H: 0.448 3.224 -2.068
C: -4.217 -4.707 -0.319
O: -4.785 -5.772 -0.423
N: -4.756 -3.515 -0.441
N: -2.967 -4.671 -0.056
H: -4.228 -2.665 -0.305
H: -5.754 -3.476 -0.589
H: -2.576 -3.749 0.075
H: -2.453 -5.504 0.192
C: 4.106 -3.256 -2.389
O: 4.934 -3.845 -2.990
N: 4.236 -2.040 -2.072
N: 2.958 -3.765 -2.085
H: 5.000 -1.412 -2.277
H: 3.512 -1.585 -1.534
H: 2.371 -3.354 -1.374
H: 2.676 -4.687 -2.387
C: -2.007 2.827 1.299
O: -2.850 2.937 0.471
N: -1.872 3.615 2.292
N: -0.998 2.054 1.302
H: -1.023 3.482 2.823
H: -2.647 4.233 2.486
H: -0.941 1.255 0.687
H: -0.585 1.938 2.216
C: 2.849 -3.997 1.799
C: 3.750 -4.616 2.812
C: 3.675 -4.099 4.293
O: 3.842 -2.689 4.366
C: 5.183 -2.181 4.119
N: 3.501 -6.053 2.733
H: 1.821 -4.210 2.091
H: 3.061 -4.405 0.811
H: 3.003 -2.922 1.702
H: 4.752 -4.537 2.391
H: 4.359 -4.641 4.946
H: 2.669 -4.345 4.634
H: 5.192 -2.198 3.029
H: 5.932 -2.920 4.402
H: 5.292 -1.199 4.578
H: 2.597 -6.250 3.138
H: 3.376 -6.289 1.759
C: 0.432 0.058 6.749
C: 0.954 -1.119 6.024
C: 0.117 -1.523 4.829
O: -1.181 -2.064 5.218
C: -2.093 -2.103 4.096
N: 2.268 -0.768 5.524
H: 0.184 0.871 6.066
H: 1.062 0.551 7.489
H: -0.602 -0.115 7.046
H: 0.990 -1.899 6.785
H: 0.595 -2.278 4.205
H: -0.049 -0.637 4.215
H: -1.698 -2.658 3.245
H: -2.230 -1.101 3.690
H: -2.969 -2.656 4.436
H: 2.764 -1.562 5.145
H: 2.233 -0.136 4.737
C: -7.304 4.296 1.399
C: -6.103 3.504 0.804
C: -5.772 2.251 1.664
O: -5.043 1.392 0.872
C: -4.690 0.170 1.595
N: -6.417 3.200 -0.524
H: -8.280 3.811 1.425
H: -7.425 5.227 0.846
H: -6.985 4.635 2.384
H: -5.341 4.280 0.726
H: -6.724 1.810 1.958
H: -5.327 2.520 2.622
H: -4.180 0.364 2.539
H: -4.128 -0.531 0.979
H: -5.611 -0.334 1.892
H: -6.766 4.007 -1.019
H: -7.296 2.708 -0.438
C: 3.579 1.478 -1.881
C: 5.022 1.603 -2.261
C: 5.979 1.630 -1.087
O: 7.193 2.102 -1.527
C: 8.066 2.328 -0.398
N: 5.374 0.447 -3.085
H: 3.468 2.277 -1.147
H: 3.287 0.569 -1.357
H: 2.852 1.735 -2.652
H: 5.114 2.572 -2.753
H: 6.100 0.654 -0.617
H: 5.598 2.399 -0.416
H: 8.441 1.482 0.179
H: 7.664 3.142 0.205
H: 8.940 2.747 -0.896
H: 4.907 0.610 -3.965
H: 6.382 0.493 -3.104
C: -1.488 3.392 -7.859
C: -1.754 2.026 -7.274
C: -0.824 1.579 -6.060
O: -1.218 0.277 -5.627
C: -0.651 -0.140 -4.404
N: -3.107 2.071 -6.813
H: -1.511 4.170 -7.096
H: -2.149 3.587 -8.704
H: -0.542 3.648 -8.337
H: -1.477 1.217 -7.950
H: -0.793 2.267 -5.215
H: 0.211 1.578 -6.402
H: -0.910 0.453 -3.527
H: 0.420 -0.248 -4.575
H: -0.958 -1.154 -4.150
H: -3.250 2.911 -6.272
H: -3.215 1.251 -6.233

Atomic forces in eV per Å
As -0.74 0.02 0.48
F -0.24 2.04 -1.64
F 0.30 0.52 2.44
F 0.46 -1.78 0.40
F 0.19 0.01 -1.35
F -1.61 -0.69 -0.10
F 1.79 -0.25 -0.10
C 1.17 -1.33 3.06
O -0.33 0.26 -0.77
N -3.41 1.79 -2.48
N 2.27 -1.49 0.10
H -0.16 0.49 0.35
H 0.01 -0.20 -0.54
H 0.11 0.29 -0.35
H 0.34 -0.03 0.54
C -1.78 1.78 1.80
O 0.16 -0.18 -0.37
N 0.17 -2.29 -1.48
N 1.95 0.44 -0.15
H 0.01 -0.15 0.06
H -0.33 0.20 -0.05
H -0.33 -0.55 -0.09
H 0.10 0.76 0.28
C -2.85 -0.81 0.54
O -1.39 -0.59 -0.78
N 0.85 4.47 -2.72
N 3.74 -2.30 2.04
H -0.60 0.47 -0.55
H 0.24 -0.09 0.30
H -0.24 0.37 0.34
H 0.36 -1.22 0.56
C -1.55 -1.95 -0.11
O -1.88 -1.35 -0.40
N -2.31 2.51 -0.48
N 5.25 0.85 1.13
H -0.33 -0.13 -0.09
H 0.36 0.20 0.00
H 0.74 -0.50 0.15
H -0.26 0.36 -0.17
C 0.35 -1.29 -0.93
O 3.61 -2.90 -2.68
N 0.18 6.69 2.84
N -4.94 -2.52 1.73
H 0.09 -0.52 -0.44
H -0.05 -0.08 -0.23
H -0.01 0.05 -0.32
H 0.51 0.26 0.04
C -1.80 0.59 -2.61
O -2.52 0.13 -2.22
N -0.57 4.46 5.10
N 4.85 -5.49 -0.72
H -0.65 0.91 0.66
H 0.62 0.06 0.36
H -0.22 0.27 -0.04
H 0.46 -0.64 -0.41
C -0.47 1.35 0.23
C 0.93 -0.72 -0.19
C -0.15 -0.15 -1.80
O 0.73 -0.33 0.69
C -1.50 -1.56 -1.06
N 0.12 -0.72 1.00
H -0.19 0.24 -0.31
H -0.11 -0.18 0.04
H -0.26 0.23 0.09
H 0.49 0.41 0.50
H 0.34 0.03 -0.10
H -0.19 0.36 0.20
H 0.72 0.83 -0.19
H 0.13 0.20 0.56
H -0.04 -0.23 -0.06
H -0.28 -0.11 0.25
H 0.20 -0.12 -0.15
C -2.15 1.86 -0.43
C 0.56 0.07 -0.32
C -1.83 -0.63 0.35
O 0.28 0.39 -0.81
C 1.10 -0.31 0.54
N 1.13 -0.19 0.29
H 0.58 0.24 -0.68
H 0.02 -0.74 0.27
H 0.10 -0.40 0.99
H 0.46 -0.55 -0.36
H 0.40 -0.07 0.01
H 0.02 0.25 -0.17
H 0.41 -0.34 0.00
H -0.62 0.18 0.30
H -0.21 0.59 -0.02
H -0.11 -0.21 0.25
H -0.55 0.33 0.10
C 1.06 0.52 0.81
C -0.81 1.82 1.65
C -0.54 1.11 -1.07
O 1.05 -2.26 1.02
C -1.02 1.03 -0.48
N -1.11 -1.53 -2.06
H 0.16 -0.41 0.09
H -0.01 -0.01 -0.29
H -0.49 -0.07 0.52
H 0.80 -0.55 0.60
H -0.61 -0.36 -0.03
H 0.64 0.23 0.08
H 0.44 0.32 -0.06
H 0.16 0.58 -0.24
H -0.37 -0.19 -0.02
H 0.58 0.62 -0.04
H -0.25 -1.00 -0.43
C -0.55 1.09 1.51
C -0.36 -1.23 -0.07
C -1.52 0.69 0.02
O 1.98 -0.34 0.75
C 0.68 1.23 -1.97
N 0.26 0.99 0.52
H -0.55 0.17 0.31
H 0.14 -0.15 -0.31
H 0.24 -0.39 -0.33
H 0.38 0.15 -0.31
H -0.32 -0.19 0.24
H -0.37 -0.25 0.74
H -0.74 -0.40 -0.04
H -0.22 -0.27 0.42
H 0.25 0.04 0.24
H 0.59 -0.53 -0.52
H 0.24 -0.32 -1.16
C 1.16 0.73 -0.65
C 1.91 -0.11 1.91
C 0.27 0.38 -0.40
O -0.73 0.60 -0.42
C 0.58 -0.75 -0.20
N -0.76 -0.97 -0.70
H -0.74 0.06 0.12
H -0.65 0.09 0.48
H 0.67 -0.93 0.15
H -0.95 -0.02 -0.64
H -0.64 0.30 0.18
H 0.42 -0.35 -0.28
H 0.02 0.42 -0.28
H 0.43 0.42 0.45
H -0.45 0.09 -0.40
H -0.04 -0.11 0.28
H -0.54 0.08 0.41